[1]
{
  "formula": "C7H17N4",
  "method": "the ωB97M-V functional and the def2-TZVPD basis",
  "e_above_lowest_ev": 0.0000,
  "total_charge": 1,
  "energy_ha": -495.716426,
  "symbols": ["C", "N", "C", "C", "C", "N", "C", "N", "C", "N", "C", "H", "H", "H", "H", "H", "H", "H", "H", "H", "H", "H", "H", "H", "H", "H", "H", "H"],
  "positions_angstrom": [[-0.16534, -2.31219, -0.38920], [-0.35493, -0.87651, -0.37342], [-0.48710, -0.28069, -1.70878], [-1.34829, 0.98064, -1.52342], [-1.64575, 1.03767, -0.01894], [-0.74614, 1.93821, 0.68681], [0.64417, 1.96037, 0.51353], [1.38284, 0.87783, 1.24471], [2.11680, -0.05050, 0.70856], [2.61509, -1.07357, 1.36488], [-1.54719, -0.44600, 0.35755], [-1.03262, -2.85488, -0.78734], [0.70127, -2.55709, -1.00307], [0.01646, -2.65857, 0.62909], [-0.96957, -0.97439, -2.40806], [0.50740, -0.05342, -2.10569], [-0.86476, 1.88980, -1.87047], [-2.28709, 0.87943, -2.06434], [-2.64900, 1.42308, 0.17476], [-1.05079, 2.12710, 1.63048], [1.03956, 2.90337, 0.90801], [0.90950, 1.86465, -0.53801], [1.14567, 0.80331, 2.22944], [2.33887, 0.03333, -0.34923], [3.18414, -1.76685, 0.90462], [2.41369, -1.21711, 2.34460], [-2.44997, -0.97354, 0.01645], [-1.41693, -0.62346, 1.42645]],
  "lowdin_charge": [-0.0952, -0.2470, -0.1754, -0.1039, -0.2961, -0.0007, -0.1724, 0.0871, -0.1703, 0.1938, -0.1396, 0.0945, 0.0853, 0.0803, 0.1215, 0.1074, 0.1136, 0.1202, 0.1487, 0.1293, 0.1396, 0.1246, 0.1651, 0.1601, 0.1362, 0.1380, 0.1335, 0.1218]
}


[2]
{
  "formula": "C7H17N4",
  "method": "the ωB97M-V functional and the def2-TZVPD basis",
  "e_above_lowest_ev": 0.9676,
  "total_charge": 1,
  "energy_ha": -495.680866,
  "symbols": ["H", "N", "C", "C", "N", "C", "C", "C", "N", "C", "C", "N", "H", "H", "H", "H", "H", "H", "H", "H", "H", "H", "H", "H", "H", "H", "H", "H"],
  "positions_angstrom": [[-3.79673, 0.59937, 0.16354], [-3.01071, 1.09394, -0.24587], [-1.88557, 0.57161, -0.15394], [-0.65596, 1.22904, -0.71120], [0.49205, 0.15466, -0.29228], [1.86005, 0.70506, -0.11943], [2.29865, 1.42111, -1.38827], [2.80630, -0.43857, 0.22581], [-0.02541, -0.51970, 0.83361], [-1.43419, -0.76126, 0.49852], [-2.23577, -1.14940, 1.73345], [-1.38334, -1.74072, -0.57581], [-0.68335, 1.34392, -1.78902], [-0.42691, 2.17032, -0.21824], [0.47077, -0.55196, -1.04523], [1.80705, 1.41324, 0.71566], [2.29284, 0.74400, -2.23936], [1.67771, 2.28264, -1.61557], [3.31600, 1.77761, -1.25275], [2.99009, -1.06323, -0.64433], [2.40612, -1.05792, 1.02344], [3.75751, -0.03210, 0.55458], [0.06551, 0.05245, 1.67213], [-1.81191, -2.04198, 2.18761], [-3.26690, -1.36311, 1.45954], [-2.23248, -0.34621, 2.46621], [-1.10816, -2.64739, -0.21278], [-2.28327, -1.84539, -1.03002]],
  "lowdin_charge": [0.0787, 0.2118, -0.3113, 0.0454, -0.0700, -0.3656, -0.0306, -0.0318, 0.0762, -0.5282, 0.0029, 0.1132, 0.1383, 0.1401, 0.1773, 0.1566, 0.0977, 0.0802, 0.1009, 0.0942, 0.0779, 0.0974, 0.1582, 0.0940, 0.0916, 0.0939, 0.1049, 0.1060]
}


Please write out number 1 again, unchanged.
{
  "formula": "C7H17N4",
  "method": "the ωB97M-V functional and the def2-TZVPD basis",
  "e_above_lowest_ev": 0.0000,
  "total_charge": 1,
  "energy_ha": -495.716426,
  "symbols": ["C", "N", "C", "C", "C", "N", "C", "N", "C", "N", "C", "H", "H", "H", "H", "H", "H", "H", "H", "H", "H", "H", "H", "H", "H", "H", "H", "H"],
  "positions_angstrom": [[-0.16534, -2.31219, -0.38920], [-0.35493, -0.87651, -0.37342], [-0.48710, -0.28069, -1.70878], [-1.34829, 0.98064, -1.52342], [-1.64575, 1.03767, -0.01894], [-0.74614, 1.93821, 0.68681], [0.64417, 1.96037, 0.51353], [1.38284, 0.87783, 1.24471], [2.11680, -0.05050, 0.70856], [2.61509, -1.07357, 1.36488], [-1.54719, -0.44600, 0.35755], [-1.03262, -2.85488, -0.78734], [0.70127, -2.55709, -1.00307], [0.01646, -2.65857, 0.62909], [-0.96957, -0.97439, -2.40806], [0.50740, -0.05342, -2.10569], [-0.86476, 1.88980, -1.87047], [-2.28709, 0.87943, -2.06434], [-2.64900, 1.42308, 0.17476], [-1.05079, 2.12710, 1.63048], [1.03956, 2.90337, 0.90801], [0.90950, 1.86465, -0.53801], [1.14567, 0.80331, 2.22944], [2.33887, 0.03333, -0.34923], [3.18414, -1.76685, 0.90462], [2.41369, -1.21711, 2.34460], [-2.44997, -0.97354, 0.01645], [-1.41693, -0.62346, 1.42645]],
  "lowdin_charge": [-0.0952, -0.2470, -0.1754, -0.1039, -0.2961, -0.0007, -0.1724, 0.0871, -0.1703, 0.1938, -0.1396, 0.0945, 0.0853, 0.0803, 0.1215, 0.1074, 0.1136, 0.1202, 0.1487, 0.1293, 0.1396, 0.1246, 0.1651, 0.1601, 0.1362, 0.1380, 0.1335, 0.1218]
}


What did the second record say?
{
  "formula": "C7H17N4",
  "method": "the ωB97M-V functional and the def2-TZVPD basis",
  "e_above_lowest_ev": 0.9676,
  "total_charge": 1,
  "energy_ha": -495.680866,
  "symbols": ["H", "N", "C", "C", "N", "C", "C", "C", "N", "C", "C", "N", "H", "H", "H", "H", "H", "H", "H", "H", "H", "H", "H", "H", "H", "H", "H", "H"],
  "positions_angstrom": [[-3.79673, 0.59937, 0.16354], [-3.01071, 1.09394, -0.24587], [-1.88557, 0.57161, -0.15394], [-0.65596, 1.22904, -0.71120], [0.49205, 0.15466, -0.29228], [1.86005, 0.70506, -0.11943], [2.29865, 1.42111, -1.38827], [2.80630, -0.43857, 0.22581], [-0.02541, -0.51970, 0.83361], [-1.43419, -0.76126, 0.49852], [-2.23577, -1.14940, 1.73345], [-1.38334, -1.74072, -0.57581], [-0.68335, 1.34392, -1.78902], [-0.42691, 2.17032, -0.21824], [0.47077, -0.55196, -1.04523], [1.80705, 1.41324, 0.71566], [2.29284, 0.74400, -2.23936], [1.67771, 2.28264, -1.61557], [3.31600, 1.77761, -1.25275], [2.99009, -1.06323, -0.64433], [2.40612, -1.05792, 1.02344], [3.75751, -0.03210, 0.55458], [0.06551, 0.05245, 1.67213], [-1.81191, -2.04198, 2.18761], [-3.26690, -1.36311, 1.45954], [-2.23248, -0.34621, 2.46621], [-1.10816, -2.64739, -0.21278], [-2.28327, -1.84539, -1.03002]],
  "lowdin_charge": [0.0787, 0.2118, -0.3113, 0.0454, -0.0700, -0.3656, -0.0306, -0.0318, 0.0762, -0.5282, 0.0029, 0.1132, 0.1383, 0.1401, 0.1773, 0.1566, 0.0977, 0.0802, 0.1009, 0.0942, 0.0779, 0.0974, 0.1582, 0.0940, 0.0916, 0.0939, 0.1049, 0.1060]
}